# 1
This record from the Open Molecules 2025 dataset describes a 6-piece molecular cluster, C4H21N2O6 overall in a non-equilibrium geometry. The level of theory is ωB97M-V with the def2-TZVPD basis set.

Geometry as XYZ:
```
33
Properties=species:S:1:pos:R:3
C 1.447 0.054 -0.366
N 0.124 -0.530 -0.311
C -0.802 0.109 0.748
O -0.935 -0.671 1.790
C 1.693 1.394 -1.125
C 1.945 1.184 -2.590
N 2.916 2.042 -0.400
H 2.149 -0.617 -0.832
H 1.847 0.364 0.778
H 0.019 -1.655 -0.109
H -1.837 0.135 0.153
H -0.493 1.102 0.958
H 0.898 2.091 -1.085
H 1.987 2.218 -2.931
H 2.912 0.774 -2.718
H 1.095 0.676 -3.205
H 2.598 2.109 0.655
H 3.652 1.550 -0.565
H -3.350 -0.983 -1.832
H -2.070 -1.801 -1.670
O -2.992 -1.887 -1.970
H -2.965 -2.339 0.439
H -2.208 -1.619 1.687
O -3.171 -2.007 1.257
H -0.294 -1.003 3.436
H -1.670 -0.868 4.127
O -0.701 -1.005 4.409
H -1.935 1.191 -1.727
H -1.521 0.103 -2.647
O -2.128 0.617 -2.352
H 1.615 0.220 3.145
H 0.674 -0.464 2.196
O 1.502 -0.484 2.659
```

## Properties
Spin multiplicity: 1
E_HOMO in eV: -4.925
Charge: -1
HOMO-LUMO gap in eV: 8.09
ΔE to the lowest compared entry with this formula, charge and spin in kJ/mol: 463.15
Total energy in eV: -19751.4830
Lowest unoccupied orbital energy in Eh: 0.116


# 2
This record from the Open Molecules 2025 dataset describes a 6-piece molecular cluster, C4H21N3O6 overall in a non-equilibrium geometry. The level of theory is ωB97M-V with the def2-TZVPD basis set.

Geometry as XYZ:
```
34
Properties=species:S:1:pos:R:3
N -2.610 -1.688 0.366
C -2.970 -0.370 0.910
C -1.973 0.643 0.379
N -0.626 0.434 0.878
C 0.418 1.114 0.199
C 1.656 1.329 1.121
N 1.576 0.952 2.407
O 2.647 1.787 0.616
H -3.098 -2.449 0.839
H -1.661 -1.885 0.453
H -3.966 -0.104 0.538
H -3.046 -0.392 2.011
H -2.291 1.673 0.553
H -1.963 0.677 -0.747
H -0.366 -0.554 0.662
H 0.163 2.098 -0.225
H 0.773 0.444 -0.607
H 2.359 1.116 2.990
H 0.759 0.528 2.718
H 0.196 -0.704 -3.226
H 0.591 -2.098 -2.933
O -0.162 -1.543 -2.801
H 0.981 -2.706 -0.033
H 0.008 -2.021 -1.180
O 0.104 -2.299 -0.228
H -1.553 0.747 -4.025
H -0.247 1.642 -4.198
O -0.778 1.159 -3.596
H 3.203 1.440 -1.199
H 4.111 0.529 -1.950
O 3.207 0.893 -2.032
H -0.561 -1.267 2.730
H -1.093 -1.818 4.030
O -0.482 -1.174 3.656
```

## Properties
Spin multiplicity: 2
E_HOMO (spin up / spin down) in eV: -12.927 / -12.920
Charge: +1
⟨S²⟩: 0.7549
HOMO-LUMO gap (spin up / spin down) in eV: 10.28 / 4.86
Total energy in eV: -21235.9407
Lowest unoccupied orbital energy (spin up / spin down) in Eh: -0.097 / -0.296


# 3
This record from the Open Molecules 2025 dataset describes a 6-piece molecular cluster, C4H21NO5 overall in a non-equilibrium geometry. The level of theory is ωB97M-V with the def2-TZVPD basis set.

Geometry as XYZ:
```
31
Properties=species:S:1:pos:R:3
C -0.451 2.161 -0.029
C 0.145 1.811 1.371
N 0.951 0.602 1.384
C 2.051 0.664 2.319
C 0.107 -0.580 1.344
H -1.492 2.451 0.025
H 0.134 3.042 -0.339
H -0.140 1.576 -0.894
H -0.676 1.816 2.103
H 0.743 2.681 1.626
H 2.542 1.623 2.197
H 2.767 -0.125 2.076
H 1.881 0.535 3.401
H -0.788 -0.553 1.985
H -0.317 -0.614 0.348
H 0.740 -1.433 1.577
H -4.047 0.442 1.192
H -2.813 -0.372 1.019
O -3.409 0.193 0.511
H 1.130 -0.453 -2.754
H 1.001 -0.888 -1.249
O 0.583 -0.388 -1.960
H 3.363 0.175 -0.635
H 2.303 1.274 -0.442
O 2.968 0.945 -1.055
H -1.077 -3.885 -0.603
H -0.971 -2.487 -1.288
O -0.455 -3.249 -0.962
H -1.085 -1.030 -2.336
H -2.177 -0.417 -1.558
O -1.999 -1.232 -2.036
```

## Properties
Spin multiplicity: 1
E_HOMO in eV: -8.820
SMILES: CCN(C)C.O.O.O.O.O
Charge: 0
HOMO-LUMO gap in eV: 9.31
ΔE to the lowest compared entry with this formula, charge and spin in kJ/mol: 59.86
Total energy in eV: -16215.5155
Lowest unoccupied orbital energy in Eh: 0.018


# 4
This record from the Open Molecules 2025 dataset describes a 6-piece molecular cluster, C4H21NO6 overall. The level of theory is ωB97M-V with the def2-TZVPD basis set.

Geometry as XYZ:
```
32
Properties=species:S:1:pos:R:3
C -0.115 1.348 -0.116
N -0.311 0.246 -1.062
C 0.723 0.189 -2.095
O 0.583 1.276 -2.986
C -1.400 1.714 0.611
C -2.065 0.535 1.318
H 0.241 2.204 -0.679
H 0.678 1.122 0.609
H -0.398 -0.642 -0.578
H 1.740 0.308 -1.708
H 0.602 -0.764 -2.615
H -0.346 1.292 -3.285
H -1.176 2.470 1.363
H -2.110 2.156 -0.087
H -1.369 -0.003 1.969
H -2.468 -0.186 0.607
H -2.887 0.866 1.954
H -1.925 0.785 -2.220
H -2.618 2.002 -2.880
O -2.249 1.134 -3.076
H 2.283 -1.849 0.425
H 2.795 -3.104 -0.285
O 2.106 -2.431 -0.328
H 0.355 -2.837 0.069
H -1.215 -2.848 -0.016
O -0.471 -2.709 0.585
H 2.198 0.229 2.225
H 3.646 0.704 2.521
O 2.744 1.014 2.410
H 0.792 -1.126 3.199
H 0.457 -1.712 1.794
O 1.180 -1.384 2.358
```

## Properties
Spin multiplicity: 1
E_HOMO in eV: -9.301
SMILES: CCCNCO.O.O.O.O.O
Charge: 0
HOMO-LUMO gap in eV: 9.51
ΔE to the lowest compared entry with this formula, charge and spin in kJ/mol: 45.03
Total energy in eV: -18264.3971
Lowest unoccupied orbital energy in Eh: 0.008


# 5
This record from the Open Molecules 2025 dataset describes a 7-piece molecular cluster, C4H22N2O6 overall in a non-equilibrium geometry. The level of theory is ωB97M-V with the def2-TZVPD basis set.

Geometry as XYZ:
```
34
Properties=species:S:1:pos:R:3
C -1.700 -0.480 1.549
C -1.194 -1.078 0.277
C -1.628 -0.176 -0.949
N -0.591 0.689 -1.417
C 0.470 0.158 -2.194
N 1.628 0.326 -1.710
H -2.788 -0.310 1.539
H -1.251 -1.018 2.381
H -1.268 0.531 1.657
H -1.551 -2.136 0.121
H -0.099 -1.033 0.402
H -1.807 -0.896 -1.756
H -2.523 0.331 -0.579
H -0.252 1.336 -0.700
H 0.331 -0.343 -3.155
H 2.370 0.100 -2.380
H 2.257 2.325 2.598
H 1.473 2.177 3.779
O 1.746 2.901 3.196
H -2.813 3.821 -0.726
H -2.994 2.434 -1.242
O -3.448 3.283 -1.213
H 0.640 -2.830 -2.789
H -0.798 -2.969 -3.156
O -0.064 -2.346 -3.249
H 1.952 1.903 0.074
H 3.328 2.829 0.198
O 2.663 2.259 0.597
H 1.588 -0.356 0.621
H 2.773 -0.896 1.549
O 1.833 -0.717 1.469
H 0.363 -2.730 1.208
H 1.122 -3.648 2.150
O 0.231 -3.442 1.850
```

## Properties
Spin multiplicity: 2
E_HOMO (spin up / spin down) in eV: -13.300 / -13.300
Charge: +1
⟨S²⟩: 0.7657
HOMO-LUMO gap (spin up / spin down) in eV: 9.48 / 4.41
ΔE to the lowest compared entry with this formula, charge and spin in kJ/mol: 106.18
Total energy in eV: -19759.8748
Lowest unoccupied orbital energy (spin up / spin down) in Eh: -0.140 / -0.327


# 6
This record from the Open Molecules 2025 dataset describes a 7-piece molecular cluster, C4H22O7 overall in a non-equilibrium geometry. The level of theory is ωB97M-V with the def2-TZVPD basis set.

Geometry as XYZ:
```
33
Properties=species:S:1:pos:R:3
C 2.290 0.328 -1.766
O 1.526 -0.832 -2.142
C 1.622 0.944 -0.507
C 2.571 1.388 0.615
C 1.876 1.561 1.984
H 3.304 -0.043 -1.519
H 2.243 0.885 -2.702
H 1.209 -1.355 -1.377
H 0.978 0.196 -0.032
H 0.981 1.765 -0.850
H 2.845 2.447 0.434
H 3.495 0.798 0.653
H 0.782 1.671 1.973
H 2.339 2.342 2.594
H 2.004 0.588 2.497
H -1.773 -2.223 2.870
H -0.714 -1.392 3.700
O -0.870 -1.901 2.902
H -2.190 1.612 1.774
H -2.454 0.197 1.222
O -2.254 0.701 2.041
H -2.145 1.793 -1.783
H -2.028 0.654 -2.817
O -1.872 0.882 -1.880
H -0.964 -1.020 -3.199
H -2.460 -1.331 -2.690
O -1.850 -1.307 -3.429
H -2.545 -0.206 -0.639
H -2.287 -1.637 -0.181
O -2.951 -0.939 -0.120
H 0.087 -2.683 1.224
H -0.637 -1.569 0.777
O -0.158 -2.312 0.374
```

## Properties
Spin multiplicity: 1
E_HOMO in eV: -9.939
SMILES: CCCCO.O.O.O.O.O.O
Charge: 0
HOMO-LUMO gap in eV: 10.13
ΔE to the lowest compared entry with this formula, charge and spin in kJ/mol: 114.31
Total energy in eV: -18837.0212
Lowest unoccupied orbital energy in Eh: 0.007